Entry 1:
ORCA calculation (ωB97M-V/def2-TZVPD) on a structure of composition C16H15CaN in a non-equilibrium geometry.

XYZ file:
```
33
Properties=species:S:1:pos:R:3:forces:R:3:lowdin_charge:R:1
Ca 1.831 0.012 -0.944 -1.259 -0.327 0.047 1.344
C -0.652 0.500 -4.668 1.201 -0.568 -0.450 -0.211
H 0.125 0.431 -3.883 0.369 0.136 0.146 0.024
H -0.718 -0.405 -5.286 -0.520 0.222 0.208 0.082
H -0.200 1.233 -5.382 1.533 0.637 -1.143 0.042
H -1.464 1.192 -4.555 -1.398 2.235 -1.227 0.052
H -1.491 0.300 -3.856 -1.149 -2.705 2.563 0.066
C -0.829 -3.897 -1.552 -0.127 0.532 -0.348 -0.117
C -0.979 -4.137 -0.184 0.326 0.693 0.877 -0.119
C -0.736 -3.102 0.734 0.123 0.872 -0.663 -0.046
C -0.303 -1.819 0.251 0.060 -1.436 1.026 -0.259
C 0.048 -1.683 -1.101 0.610 1.856 -0.723 -0.267
C -0.343 -2.636 -2.018 -0.517 -2.334 0.628 -0.180
C -0.114 -0.675 1.182 -0.192 -0.662 0.443 -0.295
C -0.234 -0.763 2.583 0.206 0.216 -1.093 -0.033
C 0.088 0.344 3.346 -0.355 -0.820 1.118 -0.063
C 0.412 1.577 2.776 0.754 1.840 -0.483 -0.186
C 0.895 2.735 3.471 -0.636 -0.537 -0.531 -0.037
C 1.282 3.861 2.747 -0.029 -0.051 0.012 -0.112
C 1.215 3.891 1.332 0.217 0.861 0.839 -0.120
C 0.751 2.801 0.631 -0.396 0.067 0.428 -0.095
C 0.384 1.657 1.361 0.983 -1.051 -0.826 -0.260
N 0.301 0.498 0.604 -0.209 0.151 0.067 -0.136
H -1.096 -4.704 -2.241 0.098 0.358 0.049 0.088
H -1.270 -5.106 0.231 0.008 0.219 -0.447 0.094
H -0.858 -3.233 1.817 -0.125 -0.238 -0.592 0.089
H -0.280 -2.497 -3.100 0.319 0.020 0.257 0.066
H -0.500 -1.704 3.049 -0.027 0.204 0.004 0.094
H 0.063 0.263 4.425 0.026 0.021 0.070 0.101
H 0.941 2.695 4.567 0.059 0.161 -0.495 0.109
H 1.617 4.741 3.305 -0.026 -0.288 -0.356 0.095
H 1.515 4.804 0.817 -0.101 -0.203 0.096 0.093
H 0.599 2.826 -0.460 0.175 -0.081 0.498 0.098
```
Positions in Å, forces in eV/Å.

HOMO-LUMO gap (alpha / beta): 3.2 / 3.6 eV
total charge: 0
largest force on an atom: 0.0758 Eh/bohr
LUMO level (alpha / beta): -1.211 / -1.282 eV

Entry 2:
ORCA calculation (ωB97M-V/def2-TZVPD) on a cluster of 2 separate species, CH2N3O2P in total in a non-equilibrium geometry.

XYZ file:
```
9
Properties=species:S:1:pos:R:3:forces:R:3:lowdin_charge:R:1
C 3.213 -1.603 1.374 0.710 0.518 0.402 -0.098
N 2.215 -1.918 0.874 -1.191 -1.458 -0.728 0.013
N -0.720 -0.148 -0.767 0.528 0.886 -0.545 -0.291
N -2.936 1.317 -0.013 0.628 0.381 0.890 -0.621
O -3.114 2.197 -0.838 0.581 1.693 -1.718 0.060
O -3.768 0.513 0.458 -1.370 -1.924 1.207 -0.141
P -1.434 0.270 0.492 -0.322 -0.263 0.145 0.986
H 1.571 -2.609 0.479 0.461 0.961 0.312 0.079
H -0.786 0.381 -1.643 -0.026 -0.794 0.035 0.012
```
Positions in Å, forces in eV/Å.

HOMO-LUMO gap (alpha / beta): 7.0 / 7.3 eV
total charge: 0
2S+1: 3
largest force on an atom: 0.0516 Eh/bohr
LUMO level (alpha / beta): -0.968 / -3.552 eV

Entry 3:
ORCA calculation (ωB97M-V/def2-TZVPD) on an isolated molecule of C2HFI2O in a non-equilibrium geometry.

XYZ file:
```
7
Properties=species:S:1:pos:R:3:forces:R:3:lowdin_charge:R:1
C 0.025 1.192 0.459 0.123 -0.818 -1.189 -0.436
C -0.012 0.369 -0.679 0.790 -1.786 -3.371 -0.654
O 0.607 2.208 0.545 1.692 2.797 0.466 0.118
F 0.910 0.578 -1.679 -1.313 -0.609 1.387 -0.019
I 0.107 -3.712 0.755 0.030 -0.008 0.009 -0.020
I -0.988 -1.431 -0.512 0.797 1.168 -0.302 0.963
H -0.649 0.796 1.112 -2.119 -0.744 3.001 0.047
```
Positions in Å, forces in eV/Å.

HOMO-LUMO gap (alpha / beta): 6.1 / 6.1 eV
total charge: 0
largest force on an atom: 0.0758 Eh/bohr
LUMO level (alpha / beta): -2.839 / -2.835 eV